# C30H40FeO7PSSiTe

A molecular structure, C30H40FeO7PSSiTe (ωB97M-V with the def2-TZVPD basis set, OMol25).

```
82
Properties=species:S:1:pos:R:3:mulliken_spin:R:1
Fe 0.001 -0.245 0.153 3.77
C -3.233 -3.299 1.501 0.00
C -2.820 -2.117 0.625 0.01
C -3.854 -1.843 -0.467 0.00
O -1.518 -2.307 0.072 0.01
C -2.758 -0.776 1.471 -0.01
O -3.571 -0.642 2.373 0.01
O -1.907 0.040 1.048 0.02
H -3.714 -4.085 0.920 0.00
H -3.932 -2.926 2.247 0.00
H -2.361 -3.709 2.002 0.00
H -3.909 -2.671 -1.180 0.00
H -3.579 -0.936 -1.006 0.00
H -4.832 -1.695 -0.012 0.00
H -1.588 -2.869 -0.707 0.00
O 1.143 1.627 -0.683 -0.01
S 0.939 3.076 -0.891 0.00
C 2.480 3.719 -1.724 0.00
C 3.429 4.164 -0.631 0.00
C 2.547 4.854 0.406 0.00
C 1.431 3.875 0.707 0.00
H 2.158 4.567 -2.328 0.00
H 2.875 2.938 -2.367 0.00
H 4.197 4.831 -1.028 0.00
H 3.918 3.296 -0.186 0.00
H 2.133 5.766 -0.029 0.00
H 3.096 5.117 1.311 0.00
H 0.549 4.343 1.138 0.00
H 1.743 3.049 1.346 0.00
C -2.057 -3.785 -4.890 0.01
C -2.804 -2.764 -4.319 0.00
C -2.193 -1.803 -3.539 0.01
C -0.819 -1.824 -3.293 0.00
C -0.094 -2.884 -3.840 0.01
C -0.694 -3.841 -4.635 0.00
Si -0.035 -0.444 -2.233 -0.05
C 1.647 -0.154 -3.090 0.00
C 1.958 1.030 -3.758 0.00
C 3.210 1.240 -4.305 0.00
C 4.191 0.267 -4.196 0.00
C 3.910 -0.909 -3.519 0.00
C 2.663 -1.101 -2.957 0.01
C -1.123 1.047 -2.802 0.01
C -1.283 1.388 -4.142 -0.01
C -2.092 2.444 -4.521 0.00
C -2.762 3.184 -3.561 0.00
C -2.614 2.861 -2.223 0.01
C -1.801 1.802 -1.854 0.05
H -2.525 -4.517 -5.537 0.00
H -3.870 -2.712 -4.497 0.00
H -2.783 -0.996 -3.129 0.00
H 0.968 -2.943 -3.658 0.00
H -0.095 -4.630 -5.075 0.00
H 1.202 1.799 -3.849 0.00
H 3.429 2.171 -4.816 0.00
H 5.167 0.430 -4.633 0.00
H 4.673 -1.670 -3.412 0.00
H 2.475 -2.000 -2.384 0.01
H -0.771 0.806 -4.894 0.00
H -2.207 2.690 -5.569 0.00
H -3.399 4.009 -3.855 0.00
H -3.139 3.430 -1.466 0.00
H -1.707 1.537 -0.806 0.04
C -1.127 -2.491 4.667 0.00
C 0.144 -2.052 3.957 0.00
O -0.066 -0.790 3.367 0.00
P 1.070 -0.190 2.369 -0.03
O 0.700 1.209 2.043 0.05
Te 1.857 -1.837 0.798 0.05
O 2.397 -0.165 3.375 0.01
C 2.373 0.715 4.476 0.00
C 2.803 2.132 4.112 0.00
H -0.988 -3.485 5.095 0.00
H -1.955 -2.510 3.963 0.00
H -1.367 -1.787 5.462 0.00
H 0.429 -2.788 3.187 0.00
H 0.981 -1.979 4.668 0.00
H 3.069 0.284 5.209 0.00
H 1.366 0.742 4.913 0.00
H 3.704 2.095 3.503 0.00
H 2.992 2.705 5.018 0.00
H 2.019 2.618 3.538 0.00
```

- spin multiplicity = 5
- E_HOMO (alpha / beta) (eV) = -3.516 / -4.482
- energy above the lowest of the compared OMol25 structures with the same formula, charge and spin (kcal per mole) = 50.63
- net charge = -1

---

# C30H40MnN4S2SbSi3

A molecular structure, C30H40MnN4S2SbSi3 (ωB97M-V with the def2-TZVPD basis set, OMol25).

```
81
Properties=species:S:1:pos:R:3:mulliken_spin:R:1
Mn -0.702 1.489 -0.365 3.67
C 0.073 -1.528 2.299 -0.01
Sb -0.092 -1.972 0.201 -0.03
C -1.546 -0.376 -0.174 -0.44
C -1.938 -0.290 -1.613 0.04
C -2.629 -1.195 -2.406 0.00
C -2.945 -0.823 -3.699 0.01
C -2.578 0.432 -4.185 0.00
C -1.894 1.285 -3.350 -0.01
N -1.582 0.911 -2.103 0.03
Si -3.119 -0.564 0.953 -0.01
C -4.582 0.055 -0.016 0.01
C -3.361 -2.388 1.278 -0.01
C -2.975 0.371 2.544 0.01
C 1.907 -1.353 -0.547 -0.06
C 2.166 0.103 -0.795 0.07
C 3.486 0.574 -0.952 -0.01
C 3.761 1.873 -1.308 0.00
C 2.708 2.754 -1.553 -0.01
C 1.454 2.250 -1.378 0.05
N 1.174 0.986 -0.985 -0.06
Si 3.170 -2.138 0.689 0.00
C 2.506 -3.751 1.377 0.00
C 3.529 -0.883 2.016 0.00
C 4.808 -2.647 -0.056 0.00
Si 2.057 -2.184 -2.295 0.00
C 0.564 -1.705 -3.303 0.00
C 2.080 -4.038 -2.137 0.00
C 3.538 -1.574 -3.239 0.00
H -0.839 -1.875 2.783 0.00
H 0.172 -0.458 2.449 0.00
H 0.917 -2.043 2.745 0.00
H -2.912 -2.160 -2.006 0.00
H -3.489 -1.507 -4.338 0.00
H -2.828 0.742 -5.189 0.00
H -1.589 2.276 -3.659 0.00
H -4.938 -0.679 -0.743 0.00
H -4.351 0.982 -0.543 0.00
H -5.407 0.268 0.671 0.00
H -3.638 -2.927 0.368 0.00
H -4.183 -2.502 1.991 0.00
H -2.490 -2.883 1.710 0.00
H -3.067 1.444 2.356 0.00
H -2.036 0.196 3.069 0.00
H -3.798 0.076 3.204 0.00
H 4.299 -0.122 -0.804 0.00
H 4.788 2.203 -1.408 0.00
H 2.861 3.782 -1.848 0.00
H 0.604 2.910 -1.554 0.01
H 1.500 -3.743 1.796 0.00
H 3.181 -4.058 2.184 0.00
H 2.542 -4.531 0.615 0.00
H 2.642 -0.348 2.359 0.00
H 4.248 -0.139 1.665 0.00
H 3.978 -1.384 2.880 0.00
H 4.695 -3.360 -0.876 0.00
H 5.360 -3.162 0.739 0.00
H 5.441 -1.826 -0.399 0.00
H -0.292 -2.338 -3.058 0.00
H 0.782 -1.840 -4.367 0.00
H 0.279 -0.658 -3.155 0.00
H 1.292 -4.397 -1.470 0.00
H 3.036 -4.430 -1.784 0.00
H 1.894 -4.469 -3.126 0.00
H 3.438 -0.516 -3.494 0.00
H 3.577 -2.131 -4.182 0.00
H 4.491 -1.720 -2.732 0.00
S 0.034 2.053 1.674 -0.15
C -1.071 3.287 2.249 0.02
C -0.915 3.831 3.518 0.01
C -1.788 4.810 3.966 0.00
C -1.608 5.362 5.288 0.00
N -1.452 5.782 6.346 0.00
C -2.833 5.246 3.140 0.01
C -2.992 4.694 1.879 0.01
C -2.109 3.718 1.431 0.00
S -2.320 2.992 -0.156 -0.18
C -3.749 6.268 3.585 0.00
N -4.477 7.090 3.922 0.00
H -0.115 3.494 4.163 0.00
H -3.804 5.028 1.246 0.00
```

- spin multiplicity = 4
- E_HOMO (alpha / beta) (eV) = -10.956 / -11.220
- net charge = +1

---

# C30H41BrN6O3S2Si2Ti

A molecular structure, C30H41BrN6O3S2Si2Ti (ωB97M-V with the def2-TZVPD basis set, OMol25).

```
86
Properties=species:S:1:pos:R:3:lowdin_charge:R:1
Ti 0.682 0.402 -0.953 0.89
C -0.042 1.150 4.100 -0.16
Si -0.385 0.770 2.300 0.49
C -1.745 -0.506 2.221 -0.16
C -0.918 2.466 1.699 -0.14
C 1.086 0.118 1.182 -0.36
C 2.032 1.270 1.070 -0.43
C 2.796 1.894 2.061 -0.02
C 3.574 2.977 1.719 0.01
C 3.620 3.418 0.392 -0.01
C 2.866 2.755 -0.537 -0.11
N 2.083 1.720 -0.183 -0.04
Si 2.120 -1.372 1.990 0.49
C 1.823 -3.191 1.675 -0.20
C 1.955 -1.364 3.848 -0.18
C 3.924 -1.145 1.506 -0.16
H -0.814 1.864 4.408 0.05
H 0.922 1.640 4.262 0.03
H -0.103 0.292 4.765 0.03
H -2.044 -0.728 1.197 -0.01
H -1.446 -1.435 2.730 0.05
H -2.634 -0.132 2.744 0.06
H -1.958 2.645 2.000 0.06
H -0.851 2.638 0.630 -0.01
H -0.303 3.227 2.191 0.05
H 2.779 1.508 3.071 0.11
H 4.165 3.482 2.475 0.13
H 4.237 4.256 0.098 0.12
H 2.890 3.018 -1.585 0.12
H 0.889 -3.553 2.111 0.04
H 2.637 -3.677 2.227 0.06
H 1.896 -3.520 0.643 -0.01
H 0.913 -1.491 4.151 0.03
H 2.354 -0.480 4.353 0.04
H 2.505 -2.235 4.224 0.05
H 4.159 -1.769 0.634 0.04
H 4.553 -1.501 2.329 0.06
H 4.233 -0.120 1.292 0.02
C -6.772 -2.439 1.453 -0.03
C -5.689 -1.927 0.543 -0.24
C -4.987 -2.796 -0.293 -0.02
C -3.970 -2.336 -1.112 -0.06
C -3.640 -0.984 -1.093 -0.30
C -4.339 -0.096 -0.286 -0.05
C -5.357 -0.572 0.521 -0.01
S -2.356 -0.444 -2.165 0.61
O -2.881 0.391 -3.203 -0.26
O -1.647 -1.619 -2.563 -0.36
N -1.298 0.497 -1.207 -0.19
C -1.357 1.883 -1.497 -0.46
C -2.470 2.687 -1.715 0.00
C -2.263 4.019 -1.999 0.01
C -0.967 4.529 -2.057 -0.01
C 0.076 3.678 -1.806 -0.09
N -0.121 2.380 -1.531 -0.02
H -6.340 -2.771 2.401 0.09
H -7.292 -3.289 1.014 0.09
H -7.498 -1.661 1.681 0.09
H -5.262 -3.846 -0.321 0.13
H -3.457 -2.998 -1.801 0.11
H -4.096 0.961 -0.267 0.10
H -5.915 0.124 1.137 0.13
H -3.467 2.277 -1.702 0.11
H -3.109 4.672 -2.178 0.13
H -0.776 5.570 -2.285 0.12
H 1.096 4.032 -1.815 0.11
O 5.363 0.094 -5.174 0.15
C 4.429 0.129 -4.235 -0.28
C 4.679 -0.067 -2.871 0.05
C 3.635 0.020 -1.994 -0.13
N 2.365 0.280 -2.377 -0.17
C 2.144 0.412 -3.694 -0.69
Br 0.348 0.617 -4.198 1.00
C 3.120 0.365 -4.650 0.00
H 6.239 -0.094 -4.820 0.14
H 5.678 -0.285 -2.507 0.14
H 3.798 -0.123 -0.935 0.10
H 2.891 0.485 -5.700 0.14
N -0.874 -2.910 -0.008 0.18
C -0.086 -3.104 -1.047 -0.81
N -0.185 -4.224 -1.743 0.17
S 1.171 -1.998 -1.490 0.80
H -0.839 -2.036 0.485 0.06
H -1.651 -3.523 0.190 0.14
H -0.901 -4.909 -1.560 0.14
H 0.381 -4.338 -2.567 0.12
```

- E_HOMO (eV) = -13.994
- energy above the lowest of the compared OMol25 structures with the same formula, charge and spin (kcal per mole) = 22.35
- net charge = +2

---

The evaluated max |F| for the records listed, in turn: 3.5, 0.7, 1.1 eV/Å.